# CH2INO

CH2INO as an isolated structure (the ωB97M-V functional and the def2-TZVPD basis, the Open Molecules 2025 dataset).

LUMO level (spin up / spin down) (eV): 0.1 / 0.1
Energy relative to the best compared isomer or geometry (same formula, charge and spin) (eV): 5.170

Geometry (Å):
C (-0.377, -0.219, -0.038)
N (0.714, 0.485, -0.027)
O (-0.196, -2.015, 0.015)
I (-2.213, 0.614, -0.041)
H (1.390, -0.353, 0.148)
H (0.683, 1.488, -0.057)


# C32H26Cl2FN4O5RbS

C32H26Cl2FN4O5RbS as an isolated structure (the ωB97M-V functional and the def2-TZVPD basis, the Open Molecules 2025 dataset).

LUMO level (eV): 3.7
Charge: -2

Geometry (Å):
Rb (-1.701, -0.592, -0.242)
O (1.728, 1.080, -3.477)
C (2.310, -0.008, -4.012)
C (2.978, 0.112, -5.234)
C (3.561, -0.997, -5.822)
C (3.493, -2.242, -5.201)
C (2.844, -2.356, -3.980)
C (2.251, -1.259, -3.362)
C (1.595, -1.360, -2.008)
O (0.993, -0.310, -1.589)
N (1.734, -2.512, -1.389)
N (1.268, -2.452, -0.098)
C (1.219, -3.583, 0.471)
C (0.847, -3.744, 1.893)
C (0.703, -5.036, 2.400)
C (0.340, -5.210, 3.724)
C (0.129, -4.091, 4.507)
C (0.311, -2.849, 3.918)
N (0.677, -2.663, 2.655)
H (1.204, 0.670, -2.672)
H (3.003, 1.087, -5.708)
H (4.067, -0.892, -6.776)
H (3.942, -3.114, -5.664)
H (2.782, -3.305, -3.462)
H (1.463, -4.487, -0.088)
H (0.853, -5.884, 1.742)
H (0.198, -6.204, 4.130)
H (-0.200, -4.166, 5.536)
H (0.147, -1.948, 4.504)
Cl (-1.711, 1.235, 2.765)
C (-0.212, 1.184, 3.696)
Cl (1.198, 0.836, 2.695)
H (-0.311, 0.405, 4.439)
H (-0.069, 2.154, 4.152)
O (-5.053, -0.432, -2.543)
N (-3.838, -0.287, -2.544)
O (-3.160, -1.293, -2.246)
F (-4.080, -4.735, 5.578)
C (-3.673, -4.003, 4.485)
C (-3.857, -2.639, 4.478)
C (-3.426, -1.924, 3.349)
C (-2.789, -2.478, 2.214)
C (-2.668, -3.880, 2.330)
C (-3.092, -4.653, 3.419)
H (-4.331, -2.154, 5.330)
H (-3.608, -0.848, 3.393)
H (-2.201, -4.440, 1.516)
H (-2.967, -5.734, 3.448)
O (-1.916, 2.397, -0.337)
S (-0.590, 2.448, -1.018)
C (-0.707, 3.795, -2.211)
C (-1.850, 4.573, -2.178)
C (-1.981, 5.612, -3.093)
C (-0.980, 5.849, -4.025)
C (0.148, 5.039, -4.059)
C (0.291, 3.995, -3.153)
C (0.546, 3.253, 0.111)
C (1.905, 3.081, -0.094)
C (2.793, 3.650, 0.810)
C (2.312, 4.354, 1.905)
C (0.945, 4.492, 2.107)
C (0.047, 3.934, 1.205)
H (-2.625, 4.337, -1.456)
H (-2.875, 6.224, -3.083)
H (-1.087, 6.655, -4.742)
H (0.916, 5.202, -4.807)
H (1.144, 3.322, -3.214)
H (2.260, 2.480, -0.929)
H (3.859, 3.515, 0.670)
H (3.008, 4.780, 2.618)
H (0.575, 5.027, 2.974)
H (-1.027, 3.988, 1.348)


# C5H11N2

A 2-piece molecular cluster, C5H11N2 overall (the ωB97M-V functional and the def2-TZVPD basis, the Open Molecules 2025 dataset).

LUMO level (eV): -3.4
Energy relative to the best compared isomer or geometry (same formula, charge and spin) (eV): 4.656
Charge: +1

Geometry (Å):
C (-0.912, -3.864, -1.594)
C (-1.505, -2.970, -2.148)
C (0.965, -0.870, 1.318)
C (0.122, 0.240, 0.818)
C (-0.175, 2.486, -0.099)
N (0.961, -0.519, -0.109)
N (0.478, 1.673, 0.938)
H (-0.484, -4.822, -1.385)
H (0.439, -0.998, -0.768)
H (-2.137, -2.163, -2.441)
H (2.004, -0.688, 1.733)
H (0.525, -1.809, 1.845)
H (-0.952, 0.063, 1.046)
H (0.275, 2.223, -1.124)
H (-1.314, 2.336, -0.199)
H (0.006, 3.644, -0.042)
H (0.141, 1.963, 1.948)
H (1.516, 1.898, 1.041)


# C19H50O10S7

A 7-piece molecular cluster, C19H50O10S7 overall (the ωB97M-V functional and the def2-TZVPD basis, the Open Molecules 2025 dataset).

LUMO level (eV): 0.2

Geometry (Å):
C (4.280, -0.660, 2.150)
C (2.986, 0.066, 2.422)
O (3.280, 1.460, 2.664)
C (1.968, -0.067, 1.279)
C (0.597, -0.548, 1.708)
C (-0.522, 0.426, 1.457)
C (-1.848, 0.016, 2.119)
C (-1.889, -1.431, 2.670)
S (-0.798, -2.595, 1.868)
O (-0.088, -3.309, 2.884)
O (-1.607, -3.420, 1.025)
O (0.243, -1.791, 1.012)
H (4.563, -0.638, 1.103)
H (5.080, -0.272, 2.771)
H (4.146, -1.707, 2.412)
H (2.568, -0.326, 3.349)
H (2.521, 1.822, 3.141)
H (2.380, -0.770, 0.559)
H (1.904, 0.890, 0.771)
H (0.638, -0.775, 2.776)
H (-0.681, 0.460, 0.384)
H (-0.249, 1.438, 1.740)
H (-2.670, 0.140, 1.424)
H (-2.043, 0.675, 2.958)
H (-2.882, -1.856, 2.661)
H (-1.543, -1.414, 3.697)
C (0.097, -6.352, 0.841)
S (1.880, -6.319, 0.934)
O (2.372, -5.665, -0.307)
C (2.117, -8.090, 0.722)
H (-0.269, -5.333, 0.919)
H (-0.205, -6.786, -0.113)
H (-0.302, -6.939, 1.670)
H (1.673, -8.406, -0.222)
H (1.658, -8.617, 1.558)
H (3.187, -8.283, 0.709)
C (4.816, 5.127, 2.710)
S (3.306, 5.092, 3.677)
O (2.860, 6.498, 3.852)
C (4.079, 4.586, 5.219)
H (4.558, 5.463, 1.708)
H (5.521, 5.822, 3.166)
H (5.234, 4.122, 2.663)
H (4.832, 5.320, 5.505)
H (4.529, 3.602, 5.088)
H (3.303, 4.539, 5.979)
C (0.696, 0.261, -3.263)
S (0.954, 1.632, -2.123)
O (-0.351, 1.849, -1.422)
C (1.137, 2.946, -3.312)
H (0.541, -0.627, -2.651)
H (-0.181, 0.409, -3.901)
H (1.588, 0.136, -3.877)
H (0.246, 3.004, -3.932)
H (2.015, 2.757, -3.929)
H (1.272, 3.872, -2.753)
C (-0.643, 7.860, -1.714)
S (0.254, 6.713, -0.662)
O (1.066, 5.853, -1.561)
C (-1.174, 5.737, -0.179)
H (0.082, 8.536, -2.161)
H (-1.163, 7.306, -2.496)
H (-1.350, 8.428, -1.109)
H (-1.653, 5.329, -1.069)
H (-1.866, 6.365, 0.382)
H (-0.819, 4.924, 0.450)
C (-3.677, 1.894, -4.932)
S (-2.219, 0.975, -5.429)
O (-1.132, 1.966, -5.636)
C (-2.810, 0.523, -7.063)
H (-3.484, 2.302, -3.942)
H (-3.854, 2.703, -5.641)
H (-4.532, 1.220, -4.893)
H (-3.043, 1.427, -7.626)
H (-3.692, -0.109, -6.967)
H (-2.015, -0.028, -7.561)
C (-4.610, -7.447, -0.156)
S (-4.519, -6.271, 1.202)
O (-5.888, -6.162, 1.770)
C (-4.260, -4.825, 0.175)
H (-4.815, -8.428, 0.268)
H (-5.415, -7.161, -0.832)
H (-3.654, -7.466, -0.681)
H (-5.090, -4.722, -0.525)
H (-3.314, -4.920, -0.356)
H (-4.213, -3.958, 0.827)


Calculated total energy values (in eV) by entry order: -12702.9175, -89053.7718, -8332.4633, -116830.2071.
Max |F| values (in eV/A) by entry order: 7.67, 0.99, 3.97, 2.04.